(1)
The following is a DFT calculation (wB97M-V/def2-TZVPD) of a cluster of 12 separate species, C40H112N8O12 in total.

Computed properties:
Structure (SMILES): COC[C@H](C)N.COC[C@H](C)N.COC[C@H](C)N.COC[C@H](C)N.COC[C@H](C)N.COC[C@H](C)N.COC[C@H](C)N.COC[C@H](C)N.CCO.CCO.CCO.CCO
2S+1: 1
LUMO energy: 0.311 eV
Charge: 0

Atoms and positions in Å:
O (0.382, 0.438, 1.515)
O (-1.423, -2.168, 4.887)
O (3.663, 0.677, -4.252)
O (2.413, -3.209, 7.120)
O (-0.227, 0.793, -5.694)
O (1.408, 2.460, 5.717)
O (6.190, -2.933, 3.170)
O (-0.699, 3.892, 4.885)
O (-3.068, 3.922, -1.118)
O (-6.304, -5.812, 0.969)
O (-0.861, 3.555, -7.464)
O (1.466, -4.890, 1.810)
N (-0.049, -0.636, -8.294)
N (-4.518, 3.945, -3.805)
N (-5.322, -4.621, -1.570)
N (-1.021, 1.728, -1.618)
N (4.337, -2.085, -1.928)
N (-2.040, 3.003, -5.025)
N (0.763, -0.129, 5.506)
N (4.285, -1.256, 3.995)
C (-2.258, 0.398, -0.133)
C (4.184, 0.232, -1.355)
C (5.198, -0.757, 2.983)
C (1.747, -4.435, 7.472)
C (0.989, -3.675, 1.361)
C (0.028, 3.535, -8.475)
C (-0.351, 4.052, -6.223)
C (-5.117, 2.163, -2.367)
C (-1.192, 4.968, -3.924)
C (5.434, 0.776, 3.265)
C (3.707, -0.835, -2.331)
C (-6.173, -4.363, 0.789)
C (-1.039, 1.229, -0.292)
C (1.747, -3.332, 0.194)
C (-7.376, -6.311, 1.628)
C (-2.531, 4.496, 0.155)
C (4.343, -0.446, -3.745)
C (0.410, 3.547, 2.789)
C (-1.301, -0.108, -7.765)
C (2.760, 2.622, 5.468)
C (3.491, 2.471, 6.826)
C (1.304, -0.956, 6.598)
C (-4.325, 4.499, -1.444)
C (6.134, -3.528, 1.914)
C (0.676, -0.737, 7.961)
C (-4.611, -2.626, -0.576)
C (-5.131, 3.743, -2.514)
C (-1.368, -1.617, 3.593)
C (1.495, -2.479, 6.196)
C (-1.287, -0.133, -6.163)
C (-4.997, -4.114, -0.275)
C (-1.564, 4.323, -5.281)
C (-0.890, 3.378, 3.545)
C (0.217, 0.450, 0.110)
C (-2.224, -2.451, 2.605)
C (-2.484, -0.926, -8.336)
C (1.599, 0.024, 2.036)
C (6.551, -1.537, 3.240)
C (0.166, 0.590, -4.352)
C (3.589, 0.701, -5.710)
H (-3.624, 3.477, -3.860)
H (-2.673, -0.753, -9.395)
H (1.169, -1.483, 8.585)
H (4.148, -2.209, 3.690)
H (3.200, 1.575, 7.374)
H (5.584, -4.468, 1.873)
H (-1.275, 2.360, 3.599)
H (-5.637, -5.532, -1.270)
H (-2.211, 5.084, -5.716)
H (-2.877, 5.486, 0.454)
H (-2.160, 0.237, -5.625)
H (2.334, -0.633, 6.749)
H (-1.267, 2.422, -4.733)
H (0.699, -5.272, 2.243)
H (-8.223, -5.676, 1.367)
H (3.271, 3.323, 7.469)
H (-1.444, 4.446, 0.204)
H (-1.073, -1.165, -5.888)
H (-1.055, 2.068, 0.403)
H (1.849, -1.007, 1.788)
H (-1.757, -0.598, 3.591)
H (4.991, -2.269, -2.675)
H (4.498, 0.886, -6.282)
H (-4.868, 4.385, -0.506)
H (2.480, 0.644, 1.865)
H (-2.312, -2.102, 1.576)
H (-2.217, -0.489, -0.765)
H (-1.378, 0.938, -8.061)
H (-2.918, 3.870, 0.959)
H (2.761, -3.190, 0.569)
H (4.806, -1.400, 4.849)
H (6.255, 1.212, 2.694)
H (-6.175, 4.054, -2.501)
H (1.493, -0.049, 4.813)
H (0.795, -4.156, 7.925)
H (0.193, 4.981, -6.395)
H (-3.235, -2.679, 2.942)
H (-4.415, 4.920, -4.047)
H (4.560, 2.260, 6.803)
H (2.813, 3.630, 5.054)
H (-0.494, 4.272, -3.459)
H (-6.006, 1.762, -2.854)
H (2.266, -4.967, 8.269)
H (7.161, -3.855, 1.749)
H (3.077, 1.878, 4.737)
H (0.634, -0.140, -7.739)
H (1.155, -3.103, 2.274)
H (-5.029, 1.796, -1.345)
H (-6.130, -4.082, -1.848)
H (-0.359, 2.926, -9.292)
H (1.385, -2.350, -0.113)
H (1.230, 2.971, 3.218)
H (-3.418, -0.719, -7.814)
H (3.976, -1.253, -4.378)
H (-4.274, -2.161, 0.351)
H (-0.073, -3.663, 1.118)
H (1.015, 0.224, 8.349)
H (2.082, -2.430, 5.278)
H (0.816, -0.282, -4.291)
H (3.591, 0.209, -0.441)
H (-4.244, 1.689, -2.816)
H (0.202, -0.578, -0.252)
H (-5.817, -3.941, 1.728)
H (0.718, 1.435, -3.941)
H (1.382, 0.216, 3.087)
H (0.294, 3.271, -5.822)
H (-0.698, 0.353, -3.730)
H (0.048, 3.449, 5.296)
H (1.813, -5.111, 6.620)
H (-2.260, -1.943, -8.013)
H (0.095, -1.574, -7.949)
H (-2.456, 0.078, 0.890)
H (3.714, -2.876, -1.840)
H (0.787, 4.570, 2.821)
H (-7.049, -6.317, 2.668)
H (1.703, -4.128, -0.549)
H (5.255, 0.252, -1.156)
H (5.589, 1.007, 4.319)
H (6.835, -1.334, 4.272)
H (4.960, -0.720, 1.920)
H (-3.682, -2.483, -1.127)
H (2.628, -0.957, -2.425)
H (-0.524, 5.823, -4.025)
H (5.431, -0.389, -3.777)
H (7.324, -1.198, 2.551)
H (-0.004, -0.621, 5.070)
H (-1.702, 3.822, 2.970)
H (-1.640, -3.363, 2.481)
H (-4.178, 5.564, -1.627)
H (-4.031, -4.577, -0.074)
H (4.589, 1.359, 2.897)
H (4.255, 1.184, -1.882)
H (0.297, 3.295, 1.735)
H (0.363, 4.526, -8.781)
H (-5.357, -2.000, -1.066)
H (-7.545, -7.343, 1.321)
H (-1.998, 5.399, -3.329)
H (1.250, 1.528, 5.883)
H (-0.401, -0.902, 7.980)
H (-3.227, 0.863, -0.313)
H (-7.093, -3.811, 0.594)
H (0.489, -2.845, 5.994)
H (0.900, 3.065, -8.020)
H (3.016, -0.184, -5.989)
H (-2.141, 2.634, -5.960)
H (5.922, -2.755, 1.175)
H (-2.282, -2.583, 4.999)
H (-0.199, 2.244, -1.897)
H (2.984, 1.568, -5.974)
H (1.138, 0.827, -0.334)
H (-0.333, -1.576, 3.255)
H (-1.755, 2.421, -1.620)


(2)
The following is a DFT calculation (wB97M-V/def2-TZVPD) of a cluster of 15 separate species, C40H117N7O21 in total.

Computed properties:
2S+1: 1
LUMO energy: 0.341 eV
Charge: 0

Atoms and positions in Å:
O (-3.371, -3.630, 4.397)
O (-2.971, 2.557, 4.919)
O (-3.860, 7.515, -4.605)
O (-0.901, 0.602, 0.900)
O (-1.565, 5.435, -3.666)
O (4.156, -3.822, -3.398)
O (4.525, 4.031, 0.705)
O (3.014, -1.821, 6.711)
O (-5.519, 2.019, 0.247)
O (2.708, 0.762, 4.071)
O (-0.301, 3.304, -5.597)
O (-1.682, -4.446, -3.471)
O (2.131, 5.714, -0.831)
O (-1.416, -3.694, -6.057)
O (-0.488, 2.081, 6.162)
O (4.033, 0.426, 1.164)
O (0.389, 4.775, 1.154)
O (-1.843, -3.177, -0.366)
O (2.225, -1.804, -8.619)
O (1.162, 2.837, -3.211)
O (3.234, 3.677, 3.893)
N (-5.189, -4.696, -0.084)
N (3.157, -1.476, -1.997)
N (-0.488, -0.986, -6.306)
N (6.774, 4.665, 4.603)
N (-4.585, 0.210, 3.217)
N (-1.638, -6.820, 4.510)
N (0.731, 0.788, -1.426)
C (-2.727, -4.289, -0.313)
C (-0.899, -0.451, 1.938)
C (-4.785, 1.230, 1.061)
C (-4.130, -3.559, -0.196)
C (1.944, -0.968, -5.993)
C (0.225, 4.351, -0.188)
C (3.004, -1.299, 5.392)
C (-1.321, 0.174, -0.326)
C (-0.726, 0.924, -1.460)
C (-4.261, -2.671, 1.032)
C (-0.377, -4.473, -5.468)
C (-0.524, -3.426, 0.043)
C (-1.700, 2.567, 4.263)
C (4.319, 4.290, 4.563)
C (-0.387, -4.299, -3.969)
C (5.887, 2.406, 4.535)
C (0.831, -0.849, -6.976)
C (-0.814, 1.568, 4.927)
C (3.639, -3.902, -2.090)
C (3.798, -2.618, -1.314)
C (3.159, -2.723, 0.091)
C (2.757, 0.192, 5.376)
C (4.774, 1.667, 1.041)
C (-5.587, 0.986, 2.369)
C (-2.525, -4.686, 4.826)
C (0.948, -1.874, -8.090)
C (-2.986, 5.474, -3.480)
C (-4.859, 2.275, -0.971)
C (3.835, 2.808, 0.695)
C (0.781, 5.374, -1.174)
C (-3.581, -6.217, 3.204)
C (-1.365, 0.548, -2.797)
C (-3.265, -2.441, 5.127)
C (5.546, -3.520, -3.296)
C (5.712, 3.812, 4.103)
C (-6.112, 2.256, 3.012)
C (-2.298, -5.704, 3.800)
C (2.034, 4.294, 3.931)
C (2.575, -2.656, -9.718)
C (-3.764, 6.128, -4.594)
H (2.084, 2.830, -3.443)
H (4.861, -2.323, -1.130)
H (4.227, 4.580, -0.047)
H (-3.134, 5.959, -5.457)
H (-1.029, -0.935, -0.530)
H (0.572, -4.220, -5.860)
H (0.402, 3.842, -6.025)
H (-2.436, 0.564, -2.662)
H (-0.930, 1.982, -1.285)
H (-1.909, -0.821, 2.258)
H (-0.391, -0.069, 2.801)
H (2.887, 1.700, 4.022)
H (5.709, 4.059, 3.036)
H (-6.626, 1.956, 3.909)
H (1.809, 4.766, 4.900)
H (-4.702, 5.667, -4.738)
H (1.895, -2.631, -10.576)
H (5.296, 1.834, 1.985)
H (-2.608, -5.042, -1.144)
H (-4.782, 1.332, -1.593)
H (-4.356, 0.283, 0.617)
H (5.202, 1.722, 4.135)
H (-4.249, -6.467, 3.998)
H (1.753, 0.397, 5.924)
H (5.920, -3.803, -4.275)
H (-0.277, -1.279, 1.542)
H (4.163, -4.747, -1.600)
H (1.315, 3.561, 3.666)
H (-6.123, -4.358, -0.399)
H (3.513, -1.279, -2.914)
H (3.921, -1.421, 4.864)
H (-3.883, -3.232, 1.920)
H (6.843, 5.513, 4.029)
H (5.454, 1.572, 0.152)
H (0.049, 1.326, 4.300)
H (3.794, -3.418, 0.719)
H (3.512, 0.646, 5.965)
H (-3.385, 4.418, -3.261)
H (-0.658, -6.810, 4.487)
H (-0.991, -2.832, -6.080)
H (6.831, 4.723, 5.603)
H (-0.798, 4.180, -0.527)
H (-1.449, 4.722, -4.351)
H (4.288, 5.363, 4.326)
H (-1.299, -0.885, -6.935)
H (-1.367, 0.599, 4.907)
H (3.219, -0.634, -1.383)
H (-2.985, 3.117, 5.707)
H (-0.538, -0.268, -5.631)
H (-4.299, 7.976, -3.852)
H (-1.340, 3.569, 4.207)
H (-0.484, -3.618, 1.119)
H (2.477, -3.660, -9.287)
H (2.165, 6.621, -1.029)
H (-1.990, -7.695, 4.286)
H (-1.095, -0.514, -2.989)
H (2.946, 2.778, 1.330)
H (3.474, 2.625, -0.310)
H (-2.887, -5.287, 5.659)
H (5.763, -2.479, -3.035)
H (-3.930, 2.802, -0.854)
H (1.011, 0.882, -0.439)
H (-3.886, 1.822, 1.368)
H (-2.179, -4.183, -4.225)
H (-3.051, 6.074, -2.564)
H (-0.007, -4.134, -0.620)
H (0.941, -0.174, -1.630)
H (-2.443, 0.090, -0.336)
H (-4.257, 0.777, 3.958)
H (0.811, -2.830, -7.637)
H (-5.275, -0.407, 3.701)
H (2.285, -1.893, 4.802)
H (2.581, -4.102, -2.245)
H (3.679, 0.435, 2.079)
H (2.883, -0.741, -6.535)
H (0.168, -1.722, -8.832)
H (5.679, 2.340, 5.599)
H (-2.597, -4.857, 0.634)
H (-4.107, -3.042, -1.182)
H (3.202, -1.671, 0.555)
H (0.729, 5.013, -2.193)
H (0.543, 3.336, -0.392)
H (3.599, -2.296, -9.957)
H (0.059, 1.470, 6.678)
H (-5.549, 2.856, -1.519)
H (4.067, 4.098, 5.621)
H (1.272, 5.195, 1.145)
H (-5.279, 2.917, 3.265)
H (0.165, 3.035, -4.809)
H (-6.426, 0.301, 2.155)
H (-3.621, -1.569, 4.609)
H (-3.366, -6.994, 2.435)
H (-5.322, -2.400, 1.206)
H (3.828, -1.575, 7.177)
H (2.033, 5.095, 3.180)
H (-2.268, -2.347, 5.504)
H (-6.780, 2.860, 2.431)
H (0.169, -5.144, -3.526)
H (-4.895, -5.540, -0.537)
H (6.905, 2.033, 4.365)
H (-3.762, -2.375, 6.139)
H (5.987, -4.195, -2.568)
H (2.050, -1.978, -5.555)
H (0.999, 2.118, -2.549)
H (0.187, -3.367, -3.743)
H (0.927, 0.176, -7.372)
H (-1.548, -4.158, 5.181)
H (1.881, -0.248, -5.176)
H (-1.111, 1.210, -3.624)
H (-0.063, -2.458, -0.220)
H (-3.692, -1.749, 0.955)
H (-0.606, -5.515, -5.682)
H (-1.908, 2.294, 3.207)
H (0.309, 6.348, -1.163)
H (2.183, -3.066, 0.005)
H (-1.684, -5.317, 2.958)
H (-4.063, -5.315, 2.816)


Let's list maximum force in order: 4.5; 4.3 eV Å⁻¹.
Let's list energy above the lowest of the compared OMol25 structures with the same formula, charge and spin in order: 145.0; 33.3 kcal/mol.